No. 1
Computed, not measured: C18H37OP3SeTi as an isolated structure in a non-equilibrium geometry, with ωB97M-V/def2-TZVPD.

Net charge   +3
Multiplicity   2
LUMO level (spin up / spin down)   -12.733 / -12.327 eV

Last column: Mulliken spin population.
Positions of all 61 atoms, in Å:
Ti1 -0.21357 0.87717 -0.05561  1.005
P1 -2.60807 1.58750 0.92570  -0.025
P2 0.71005 1.65521 2.03430  -0.018
P3 -1.35863 0.27283 -2.07163  -0.076
H1 5.60828 -1.88208 -0.87843  0.000
C1 5.21734 -1.42188 -1.81307  0.000
C2 4.24075 -0.52303 -1.95311  0.001
H2 3.66078 -0.03620 -1.13423  0.002
C3 -3.53947 0.31344 1.89168  0.003
C4 -2.65957 3.01134 2.10478  0.007
C5 -3.91934 2.09977 -0.28322  0.004
C6 2.47021 1.18326 2.06830  -0.002
C7 0.80245 3.44545 2.33363  0.004
C8 0.09382 1.01861 3.62457  0.003
C9 -0.16768 -0.57204 -3.18019  0.002
C10 -2.04466 1.54970 -3.14905  0.010
C11 -2.70997 -0.93871 -1.97544  0.008
H3 5.70383 -1.83727 -2.72202  0.000
H4 4.05868 -0.16201 -2.98593  0.000
H5 -4.50440 0.72640 2.24769  -0.001
H6 -2.94242 0.01268 2.76492  0.000
H7 -3.75145 -0.55914 1.25566  0.000
H8 -3.71255 3.24486 2.35626  -0.001
H9 -2.21284 3.90351 1.63938  0.001
H10 -2.13170 2.77389 3.03986  0.001
H11 -4.73550 2.59528 0.27764  -0.001
H12 -4.33436 1.22736 -0.81601  0.001
H13 -3.49258 2.82152 -1.00272  -0.001
H14 2.85733 1.50934 3.04461  -0.002
H15 3.02632 1.68708 1.26445  -0.001
H16 2.56834 0.09267 1.97219  0.000
H17 1.09123 3.58293 3.37625  0.000
H18 -0.15609 3.94033 2.13258  -0.001
H19 1.58154 3.85316 1.67402  0.001
H20 0.76086 1.41979 4.39714  0.000
H21 0.16361 -0.07882 3.60335  0.000
H22 -0.93269 1.33738 3.83475  -0.001
H23 -0.75828 -0.97017 -4.01899  -0.001
H24 0.33893 -1.39647 -2.65822  0.000
H25 0.57874 0.13803 -3.56478  0.000
H26 -2.00065 1.13858 -4.16006  -0.001
H27 -1.42315 2.45226 -3.10026  -0.004
H28 -3.07625 1.81147 -2.90081  0.002
H29 -2.77886 -1.44727 -2.94511  0.001
H30 -3.66272 -0.44689 -1.76178  0.002
H31 -2.47494 -1.66964 -1.19268  0.000
C12 0.99877 -3.14389 0.46002  -0.001
C13 2.23285 -2.71648 -0.08079  0.002
C14 3.07479 -3.68538 -0.69085  0.001
C15 2.75622 -5.02913 -0.66608  -0.010
C16 1.51915 -5.43963 -0.15195  0.003
C17 0.65947 -4.49625 0.39700  -0.009
Se1 -0.46933 -1.99363 1.09726  -0.002
H32 0.22042 -1.06909 0.08549  0.013
H33 2.50825 -1.67190 -0.09791  0.000
H34 3.97068 -3.35367 -1.19228  -0.001
H35 3.45744 -5.74693 -1.08188  0.000
H36 1.22865 -6.48533 -0.20578  0.000
H37 -0.30287 -4.81489 0.76587  -0.001
O1 0.46614 3.72202 -1.25395  0.079
C18 0.44864 2.58299 -0.92454  0.005

---

No. 2
Computed, not measured: C18H38Br4CaCl2KN3O12S as an isolated structure in a non-equilibrium geometry, with ωB97M-V/def2-TZVPD.

Energy relative to the best compared isomer or geometry (same formula, charge and spin)   0.0 kcal/mol
LUMO level   -4.215 eV

Last column: Mulliken charge in e.
Positions of all 80 atoms, in Å:
C1 4.46842 -0.59845 -0.32067  -1.139
C2 3.75431 -0.75984 1.08407  0.645
C3 3.56544 0.55821 1.90609  -0.829
N1 3.37683 -1.86203 1.55660  -0.343
C4 2.19061 -2.50815 0.88953  0.268
C5 0.98610 -2.39863 1.82570  -0.618
C6 -0.35863 -2.00769 1.16088  -1.204
C7 -0.45745 -0.51959 0.76813  -0.045
C8 0.22933 -0.20074 -0.59122  0.075
S1 -0.60893 1.09890 -1.57810  0.762
O1 -0.07414 0.90778 -3.01390  -0.682
O2 -2.09490 0.93406 -1.58404  -0.575
Cl1 -0.00005 3.27809 -0.51516  -0.302
O3 2.52715 -3.87042 0.65277  -0.427
C9 2.62099 -4.01915 -0.72949  -0.186
O4 3.61207 -4.38338 -1.26815  -0.460
H1 3.66598 -0.49830 -1.07300  0.250
H2 5.05000 -1.47739 -0.58928  0.368
H3 5.06932 0.33835 -0.35329  0.315
H4 2.62114 0.55450 2.50383  0.128
H5 4.46112 0.75796 2.50885  0.402
H6 3.50275 1.33503 1.15429  0.033
H7 2.05177 -2.03819 -0.09069  0.342
H8 0.84571 -3.39744 2.25592  0.414
H9 1.15626 -1.73242 2.67675  0.098
H10 -1.15031 -2.19100 1.89909  0.414
H11 -0.62583 -2.62594 0.29529  0.379
H12 -0.12630 0.15751 1.56631  0.256
H13 -1.52550 -0.30081 0.61151  0.178
H14 0.29671 -1.15272 -1.13676  0.265
H15 1.27223 0.07917 -0.37555  -0.316
H16 1.74764 -3.73673 -1.34374  0.699
C10 -5.46048 3.86702 0.92164  -1.179
C11 -4.49749 2.75742 0.66809  0.577
O5 -4.17528 1.91697 1.44177  -0.387
N2 -3.83620 2.62526 -0.69021  0.229
C12 -4.39062 1.45419 -1.46854  -1.036
H17 -5.50861 4.05656 1.99005  0.353
H18 -5.13555 4.78107 0.42095  0.400
H19 -6.44854 3.58375 0.55391  0.385
H20 -3.89777 3.49185 -1.22217  0.358
H21 -2.85102 2.37398 -0.48100  0.005
H22 -3.91657 1.45894 -2.44384  0.417
H23 -5.46720 1.58194 -1.56805  0.405
H24 -4.14362 0.54150 -0.93997  0.381
Br1 -0.70266 -0.48272 -4.33863  0.091
K1 3.68747 2.77281 0.17732  0.903
O6 -0.87647 -2.58237 -6.51895  -0.784
H25 -0.08267 -3.12516 -6.42166  0.226
C13 -3.31389 -4.15880 -3.90457  -1.209
C14 -1.97359 -4.87625 -3.89798  0.669
C15 -2.14600 -6.38457 -3.97097  -1.337
O7 -1.26235 -4.52765 -2.70874  -0.346
H26 -3.91877 -4.45168 -3.03741  0.389
H27 -3.16299 -3.07977 -3.83905  0.145
H28 -3.87859 -4.37970 -4.81155  0.372
H29 -1.37218 -4.53516 -4.74036  0.052
H30 -2.71011 -6.75376 -3.10716  0.349
H31 -1.17398 -6.87856 -3.95280  0.315
H32 -2.67236 -6.67770 -4.88150  0.377
H33 -1.78602 -4.81993 -1.95584  0.261
Cl2 2.14712 -6.16499 -2.34900  -0.600
C16 -2.26697 3.77087 3.00009  -0.668
N3 -0.95910 4.45722 2.83593  0.932
O8 0.03233 3.78238 3.00536  -0.450
O9 -0.93590 5.64000 2.53125  -0.563
H34 -2.09103 2.73668 3.27109  0.324
H35 -2.81823 4.28767 3.78115  0.357
H36 -2.77067 3.83597 2.04699  0.034
Ca1 1.34627 5.09608 -0.26953  1.009
C17 5.08322 7.64998 1.12037  0.652
O10 5.68892 8.64277 1.53320  -0.680
O11 4.38236 6.96951 2.15165  -0.479
O12 4.99464 7.16928 -0.02729  -0.694
H37 4.67658 7.58775 2.84119  0.301
C18 3.73235 -0.61601 5.60444  -0.213
Br2 5.01085 0.82871 5.68550  -0.026
Br3 3.83630 -1.74565 7.15406  -0.011
Br4 1.94360 0.02696 5.31108  -0.027
H38 3.99158 -1.22517 4.74710  0.255

---

No. 3
Computed, not measured: C18H38N5O13V as an isolated structure in a non-equilibrium geometry, with ωB97M-V/def2-TZVPD.

Net charge   -2
Energy relative to the best compared isomer or geometry (same formula, charge and spin)   30.7 kcal/mol
LUMO level   4.222 eV

Last column: Mulliken charge in e.
Positions of all 75 atoms, in Å:
O1 -1.34095 3.99636 1.32466  -0.621
V1 -1.38342 2.89777 0.16451  1.652
O2 -0.20882 1.95976 0.12359  -0.533
N1 -0.44880 4.39652 -2.77602  0.862
O3 0.69361 4.55728 -3.19724  -0.666
O4 -0.66401 4.14819 -1.61627  -0.483
O5 -1.30726 4.48417 -3.61928  -0.636
N2 -3.42111 2.16671 -1.73589  1.066
O6 -4.53292 1.76114 -1.90524  -0.664
O7 -2.42287 1.44487 -1.88839  -0.504
O8 -3.30111 3.17991 -1.04602  -0.467
N3 -3.87782 1.06197 1.89642  0.726
O9 -4.83981 1.26819 1.15824  -0.675
O10 -3.93481 0.20784 2.75891  -0.699
O11 -2.88381 1.67945 1.55223  -0.356
C1 0.05892 0.84077 6.06648  -1.938
C2 -0.35312 1.09416 4.62155  1.269
C3 0.74245 1.92114 3.85693  -0.670
C4 1.94435 1.05043 3.47419  -0.974
C5 1.52333 -0.04419 2.52558  -0.198
C6 0.39583 -0.88511 3.14640  1.277
N4 -0.63701 -0.10453 3.80654  1.199
O12 -1.66972 -0.86469 4.26344  -0.566
C7 -0.45781 -1.53698 1.91599  -1.709
C8 1.05219 -2.03508 4.02917  -1.909
C9 -1.65208 1.97045 4.67408  -1.759
H1 -0.57520 0.04904 6.46542  0.399
H2 -0.17501 1.66601 6.73904  0.465
H3 1.05971 0.43642 6.21824  0.276
H4 0.35275 2.36461 2.94064  0.017
H5 1.17733 2.64698 4.54405  0.378
H6 2.44895 0.58627 4.32155  0.393
H7 2.65721 1.71869 2.99111  0.411
H8 2.41174 -0.66702 2.42109  0.347
H9 1.18520 0.19135 1.51648  -0.266
H10 0.34800 -2.01902 1.36245  0.471
H11 -1.13692 -2.30858 2.27868  0.475
H12 -1.01616 -0.82056 1.31341  0.136
H13 0.27418 -2.60511 4.53697  0.410
H14 1.64058 -2.72732 3.42693  0.423
H15 1.64065 -1.73981 4.89786  0.317
H16 -1.86945 2.40133 3.69674  0.060
H17 -1.59553 2.68011 5.49948  0.464
H18 -2.55529 1.43721 4.97067  0.443
H19 -2.30537 -0.76930 3.55038  0.381
C10 0.64881 -0.93027 -1.53708  -0.866
C11 1.68818 -0.80944 -2.68420  1.747
C12 2.51710 -2.16336 -2.72867  -1.550
C13 1.66056 -3.41873 -3.17487  -0.518
C14 1.16049 -2.97793 -4.56382  -1.349
C15 0.31336 -1.66496 -4.70301  1.560
N5 1.06225 -0.58827 -3.99843  0.203
O13 0.49455 0.65218 -4.22146  -0.443
C16 0.27882 -1.33496 -6.20895  -1.919
C17 -1.19150 -1.86993 -4.11306  -1.440
C18 2.65168 0.37108 -2.32676  -2.102
H20 0.06833 -1.85248 -1.51118  0.222
H21 1.19469 -0.73358 -0.61435  0.110
H22 -0.11862 -0.15704 -1.57246  0.046
H23 3.26747 -2.06388 -3.51300  0.425
H24 2.91187 -2.35506 -1.73092  0.455
H25 2.26413 -4.32038 -3.27887  0.353
H26 0.88463 -3.54763 -2.42026  0.327
H27 0.53953 -3.76104 -4.99884  0.384
H28 2.02624 -2.88139 -5.21899  0.392
H29 1.29383 -1.40500 -6.60006  0.400
H30 -0.14324 -0.34664 -6.39112  0.417
H31 -0.44376 -1.84873 -6.84301  0.360
H32 -1.75215 -2.59748 -4.69995  0.427
H33 -1.74510 -0.95893 -3.88568  0.360
H34 -1.04131 -2.35900 -3.15058  0.377
H35 3.18149 0.72621 -3.21067  0.541
H36 2.10986 1.29182 -2.11050  0.311
H37 3.44159 0.11555 -1.62048  0.377
H38 -0.26489 0.65162 -3.63423  0.371